Entry 1:
Entry from the OMol25 dataset: a single C3H2ClF2NS molecule (ωB97M-V with the def2-TZVPD basis set).

The calculation puts the molecular weight at 157.572 Da. As for the energy above the lowest of the compared OMol25 structures with the same formula, charge and spin: 0.8513 eV. The gap between HOMO and LUMO comes out at 8.472 eV. As for the SMILES: NC(=S)C(Cl)=C(F)F.

Geometry (Å):
N: 0.90 -1.57 0.07
H: 1.85 -1.85 -0.11
S: 2.00 0.69 -0.15
F: -1.98 1.94 -0.16
C: -0.61 0.22 -0.07
C: 0.69 -0.31 -0.11
C: -0.84 1.49 -0.02
Cl: -1.96 -0.90 -0.07
H: -0.02 -2.15 0.46
F: -0.02 2.45 0.16


Entry 2:
Entry from the OMol25 dataset: a single C3H2ClFO2 molecule (ωB97M-V with the def2-TZVPD basis set).

The calculation puts the molecular weight at 124.498 Da. As for the energy above the lowest of the compared OMol25 structures with the same formula, charge and spin: 2.6094 eV. The gap between HOMO and LUMO comes out at 10.238 eV. As for the SMILES: O=CO/C=C(/F)Cl.

Geometry (Å):
O: 0.24 0.28 1.11
C: 1.04 0.30 -0.01
O: -1.71 0.49 -0.14
C: 0.55 -0.60 -0.88
C: -1.10 0.38 0.88
H: 2.03 0.77 -0.06
Cl: -0.41 -1.75 -0.52
F: 0.96 -0.55 -2.32
H: -1.61 0.66 1.92


Entry 3:
Entry from the OMol25 dataset: a 2-piece molecular cluster, C3H2ClIO overall (ωB97M-V with the def2-TZVPD basis set).

The calculation puts the molecular weight at 216.405 Da. As for the energy above the lowest of the compared OMol25 structures with the same formula, charge and spin: 2.7838 eV. The gap between HOMO and LUMO (alpha / beta) comes out at 8.108 / 4.435 eV.

Geometry (Å):
O: -1.72 0.58 1.61
C: 0.33 -1.08 -0.78
C: -0.27 0.03 -0.32
H: 0.00 -2.03 -0.14
I: 1.90 2.05 1.76
C: -1.05 0.14 0.79
H: 0.92 -1.15 -1.69
Cl: -0.12 1.47 -1.23


Entry 4:
Entry from the OMol25 dataset: a single C3H2ClIO2 molecule (ωB97M-V with the def2-TZVPD basis set).

The calculation puts the molecular weight at 232.404 Da. As for the energy above the lowest of the compared OMol25 structures with the same formula, charge and spin: 0.0000 eV. The gap between HOMO and LUMO comes out at 9.539 eV. As for the SMILES: O=C(Cl)CC(=O)I.

Geometry (Å):
O: 1.45 0.60 1.54
C: 1.10 -0.14 0.67
C: -0.91 0.59 -0.89
O: -0.64 0.47 -2.02
C: -0.27 -0.57 0.40
I: 2.60 -0.60 -0.84
Cl: -1.93 1.54 0.09
H: -0.95 -0.44 1.32
H: -0.44 -1.44 -0.27